1.
A 2-piece molecular cluster, C4H3BrN3O2 overall at a distorted geometry, computed with ωB97M-V/def2-TZVPD.

Element x y z (Å)
1 C -2.315 -0.175 0.801
2 C 0.092 0.537 -1.809
3 C 1.106 -0.769 -1.711
4 C -0.040 -0.205 2.053
5 N 0.114 1.438 -0.948
6 N 0.378 2.182 -0.111
7 N -1.310 -0.245 1.420
8 O 1.230 -1.341 -2.786
9 O 1.474 -0.905 -0.560
10 Br -1.625 0.229 -2.711
11 H 0.665 0.081 1.236
12 H 0.058 0.419 2.939
13 H 0.174 -1.244 2.189

Values from the calculation:
* gap between HOMO and LUMO (alpha / beta): 6.30 / 7.64 eV
* LUMO level (alpha / beta): 0.1317 / 0.0836 Eh
* net charge: -1
* spin multiplicity: 3
* E_HOMO (alpha / beta): -2.720 / -5.367 eV

***

2.
C4H3Cl2NS as an isolated structure at a distorted geometry, computed with ωB97M-V/def2-TZVPD.

Element x y z (Å)
1 C -0.120 -1.055 -0.168
2 C 0.304 0.309 -0.561
3 C -0.741 1.219 -0.223
4 C -1.077 -0.871 2.252
5 N 1.425 0.565 -1.325
6 S -1.578 -1.426 0.731
7 Cl -0.282 2.812 -0.586
8 Cl -2.280 -1.181 3.417
9 H 0.582 -1.888 -0.572
10 H 2.284 -0.042 -1.419
11 H 1.483 1.559 -1.546

Values from the calculation:
* gap between HOMO and LUMO: 7.19 eV
* LUMO level: -0.0563 Eh
* ΔE to the lowest compared entry with this formula, charge and spin: 5.190 eV
* E_HOMO: -8.727 eV

***

3.
One molecule with the formula C4H3ClN2 at a distorted geometry, computed with ωB97M-V/def2-TZVPD.

Element x y z (Å)
1 C -1.069 -1.261 0.229
2 C -2.189 -0.806 -0.394
3 C 0.544 1.691 0.290
4 C 1.816 1.031 -0.234
5 N 0.129 -0.781 0.312
6 N 0.583 0.422 0.135
7 Cl -3.337 0.208 0.284
8 H -1.085 -2.308 0.377
9 H 1.801 1.000 -1.350
10 H 2.808 0.804 0.350

Values from the calculation:
* gap between HOMO and LUMO (alpha / beta): 8.64 / 7.15 eV
* LUMO level (alpha / beta): -0.0036 / -0.0792 Eh
* spin multiplicity: 3
* ΔE to the lowest compared entry with this formula, charge and spin: 4.378 eV
* E_HOMO (alpha / beta): -8.736 / -9.309 eV

***

4.
C4H3ClN2S as an isolated structure at a distorted geometry, computed with ωB97M-V/def2-TZVPD.

Element x y z (Å)
1 C 1.785 0.132 0.296
2 C 1.058 -0.905 -0.034
3 C -1.461 -0.083 0.056
4 C -1.279 1.312 -0.182
5 H 1.210 1.051 1.179
6 H 1.446 -2.027 -0.761
7 H -0.731 -1.961 0.355
8 N -0.368 -0.962 0.358
9 N -1.399 2.492 0.013
10 S -2.956 -0.704 -0.111
11 Cl 3.360 0.044 -0.142

Values from the calculation:
* gap between HOMO and LUMO: 7.94 eV
* LUMO level: -0.0454 Eh
* ΔE to the lowest compared entry with this formula, charge and spin: 4.078 eV
* E_HOMO: -9.174 eV